# 1
Formula: C4H31NO14S
Source: the OMol25 dataset
Level of theory: wB97M-V/def2-TZVPD

Summary:
**Max |F|**: 3.94 eV/A
**Relative energy (zero: lowest compared OMol25 entry of this formula, charge and spin)**: 4.835 eV
**Calculated total energy**: -1677.33815 hartree
**Orbital gap**: 7.29 eV

```
! RIJCOSX wB97M-V def2-TZVPD def2/J DEFGRID3
* xyz -2 1
O -0.2296 -2.0402 0.1507
C 0.1191 -0.8325 0.4541
C -0.9692 -0.0943 1.4442
C -0.4090 0.6999 2.6357
S -0.9851 0.1993 4.2796
N -1.8914 0.5356 0.5658
C -1.5642 1.8357 -0.0922
O -1.2210 2.7360 0.7808
H 0.3634 -0.1836 -0.4635
H -1.5560 -0.9583 1.8515
H -0.6541 1.7992 2.4920
H 0.6590 0.7371 2.6847
H -2.7264 0.7552 1.1323
H -2.4725 2.1709 -0.5526
H -0.8155 1.6362 -0.8762
H -0.0564 5.2403 1.0771
H -0.0386 3.8185 0.5597
O 0.4440 4.6802 0.5257
H -1.5458 3.8393 2.0371
H -0.8261 3.7130 3.3928
O -1.4865 4.2460 2.9200
H -0.2284 -3.1582 1.2405
H -1.5364 -3.5218 1.9588
O -0.6456 -3.7863 2.0037
H -2.7667 -1.3819 -3.1504
H -2.3988 -1.9676 -4.4783
O -2.8031 -1.1804 -4.1377
H -2.4385 -0.7955 -1.2243
H -1.4393 -1.8888 -0.8879
O -2.2461 -1.6688 -1.5303
H 3.7050 -0.6680 -0.8046
H 4.8092 -1.5735 -1.0603
O 4.5215 -0.6865 -1.2800
H 1.7834 0.9767 0.6022
H 0.8753 2.2697 0.2510
O 1.7292 1.7615 0.0678
H -0.6364 -1.6018 -3.3315
H 0.2501 -0.3640 -2.7099
O 0.2028 -1.2102 -3.1839
H 1.7410 1.7719 -1.6080
H 2.5522 2.3495 -2.8478
O 1.6851 1.9879 -2.5845
H 1.3926 -1.1954 2.0106
H -1.1223 -1.0927 4.2503
O 1.4216 -0.7719 1.1258
H 0.8133 -2.8115 -2.3365
H 0.3001 -3.0932 -0.8061
O 0.7626 -3.4738 -1.6896
H 2.3325 -2.0939 0.3102
H 2.2958 -3.0303 -0.8951
O 2.9502 -2.6350 -0.2737
*
```

# 2
Formula: C4H32N2O12
Source: the OMol25 dataset
Level of theory: wB97M-V/def2-TZVPD

Summary:
**Max |F|**: 2.85 eV/A
**Relative energy (zero: lowest compared OMol25 entry of this formula, charge and spin)**: 1.994 eV
**Calculated total energy**: -1184.02831 hartree
**Orbital gap**: 9.88 eV

```
! RIJCOSX wB97M-V def2-TZVPD def2/J DEFGRID3
* xyz 0 1
C 0.4234 1.5529 -0.8442
C -1.0069 1.1995 -1.3123
N -2.1259 2.0105 -0.7568
C -1.2157 -0.2539 -0.7654
C -0.3528 -1.3562 -1.3109
N -0.5825 -1.8911 -2.5283
O 0.6257 -1.7304 -0.6464
H 0.3748 2.0467 0.1209
H 0.8005 2.1878 -1.6370
H 1.0400 0.6825 -0.6766
H -0.9860 1.2291 -2.4202
H -2.2810 2.8802 -1.2588
H -1.7923 2.2414 0.1853
H -1.1195 -0.2120 0.3296
H -2.3172 -0.5561 -0.7791
H 0.2039 -2.3893 -2.9343
H -1.3471 -1.5728 -3.0999
O -2.0160 -1.3552 2.6148
H -2.4595 -2.1674 2.3523
H -2.6199 -0.6509 2.3164
O 2.4929 -2.7369 1.1578
H 1.6482 -2.9483 0.7300
H 2.2331 -2.3863 2.0412
O -1.3659 3.5575 1.5866
H -0.6773 3.0084 2.0468
H -0.7126 4.2435 1.3730
O 3.4234 -0.9706 -0.5950
H 2.6436 -0.4776 -0.8800
H 3.0601 -1.6036 0.0747
O -4.2727 0.2153 -1.4038
H -4.5803 0.4821 -0.5380
H -3.6253 0.8880 -1.6937
O 0.6712 -1.1771 2.5412
H -0.2778 -1.1618 2.7816
H 0.6170 -0.9332 1.6044
O -3.0633 1.0779 1.9238
H -2.9617 1.4509 2.8082
H -3.5595 1.6300 1.3136
O 0.4927 1.8737 2.8301
H 1.2617 1.7007 2.2557
H 0.2982 1.1399 3.4151
O 2.7234 1.1250 1.3525
H 2.8890 0.2772 0.8953
H 3.4727 1.0472 1.9647
O 3.1604 -2.9361 -2.5342
H 2.2600 -3.2967 -2.4359
H 3.2481 -2.7991 -1.5753
O 1.9929 -0.6643 -3.3376
H 2.7203 -0.0517 -3.5087
H 2.5412 -1.4695 -3.1429
*
```

# 3
Formula: C4H32NO14
Source: the OMol25 dataset
Level of theory: wB97M-V/def2-TZVPD

Summary:
**Max |F|**: 6.53 eV/A
**Relative energy (zero: lowest compared OMol25 entry of this formula, charge and spin)**: 5.170 eV
**Calculated total energy**: -1279.75115 hartree
**Orbital gap**: 8.89 eV

```
! RIJCOSX wB97M-V def2-TZVPD def2/J DEFGRID3
* xyz -1 1
C -0.8406 -1.8871 -0.6554
O -2.1252 -2.1667 -0.0601
C -0.3529 -0.5583 -0.1763
C 0.2643 0.3128 -1.3543
C 0.4648 1.6954 -0.8621
N -0.2146 2.7309 -1.4375
O 1.2431 1.9112 0.1554
H -0.1743 -2.6273 -0.1995
H -0.9478 -2.0948 -1.7978
H -1.0954 0.1733 0.2647
H 0.3758 -0.5755 0.6468
H 1.0560 -0.1299 -1.9475
H -0.6673 0.3812 -2.0243
H -0.2167 3.5868 -0.8524
H -1.0653 2.5832 -1.9985
H 1.7369 -1.4560 1.5179
H 1.9247 -1.8094 0.0474
O 1.7607 -2.3076 0.9254
H -2.8381 -1.7955 2.6950
H -2.0495 -1.8534 0.9572
O -2.1580 -1.3204 2.3162
H -0.4757 1.3780 2.6147
H 0.1852 2.2376 1.5332
O -0.5717 2.1117 2.0905
H 0.1654 -1.6718 4.1430
H -1.0775 -1.1128 3.5282
O -0.2467 -0.8165 3.9165
H -2.7804 -0.6554 -1.5318
H -3.2832 0.7731 -1.2446
O -3.1383 0.1461 -1.9806
H -0.9556 -2.6305 2.4802
H 0.1560 -3.4667 1.9385
O -0.3545 -3.3138 2.6942
H 0.8356 -0.2886 2.8869
H 1.6113 0.4325 1.7386
O 1.6593 -0.1777 2.3879
H 3.1233 -1.5304 -0.9935
H 4.0281 -0.3108 -1.1237
O 3.4376 -0.9184 -1.5235
H 1.1917 1.6032 -3.3633
H 2.4918 0.7968 -3.5020
O 2.1837 1.7113 -3.1860
H -2.3350 0.7106 -3.2374
H -1.5259 0.2409 -4.1651
O -1.6402 1.0408 -3.7579
H -2.7569 0.0004 1.4412
H -3.2620 1.4296 1.4494
O -3.1134 0.7442 0.8838
H 3.3605 1.5909 -0.5350
H 3.0959 1.9548 -1.9338
O 3.8707 1.8112 -1.2470
*
```

# 4
Formula: C4H32NO16
Source: the OMol25 dataset
Level of theory: wB97M-V/def2-TZVPD

Summary:
**Max |F|**: 1.37 eV/A
**Relative energy (zero: lowest compared OMol25 entry of this formula, charge and spin)**: 0.000 eV
**Calculated total energy**: -1430.44601 hartree
**Orbital gap**: 9.45 eV

```
! RIJCOSX wB97M-V def2-TZVPD def2/J DEFGRID3
* xyz -1 1
C 1.3081 -2.6244 -1.4358
N 0.1385 -2.0761 -1.0120
C -0.8947 -2.9185 -0.4672
C 0.1195 -0.6610 -0.6712
C 0.8531 -0.2840 0.6175
O 0.8555 -1.1045 1.5745
O 1.4250 0.8451 0.6521
O 1.5085 -3.8322 -1.4655
H 2.0560 -1.9118 -1.7957
H -0.7260 -3.9508 -0.7703
H -0.9440 -2.9119 0.6198
H -1.8711 -2.6492 -0.8644
H 0.4893 -0.0414 -1.4827
H -0.9209 -0.3399 -0.5543
H -1.5508 0.2887 3.2505
H -0.4156 1.2366 3.5769
O -1.4009 1.2521 3.4621
H -3.0830 1.6395 0.3877
H -3.2087 1.1712 -1.1158
O -3.6202 1.0961 -0.2204
H -1.7658 1.9146 2.0669
H -2.6708 3.1119 1.5102
O -2.1007 2.3874 1.2244
H 2.6631 -3.6393 0.4858
H 2.1125 -2.4170 1.2898
O 2.9388 -2.8713 1.0000
H 0.4076 2.7463 -2.8570
H -0.4310 3.4222 -1.7542
O -0.4551 3.1457 -2.6980
H -4.3833 -1.2987 1.4867
H -3.6074 -0.4111 0.4608
O -3.5816 -1.2859 0.9360
H 2.2351 0.2528 -4.6553
H 2.2496 0.3955 -3.0961
O 1.8934 -0.1316 -3.8481
H -2.3042 -1.3757 2.1008
H -0.7470 -1.4409 2.3575
O -1.6173 -1.3398 2.8071
H 0.7359 2.4973 0.1672
H -0.6948 3.0577 0.3401
O 0.1571 3.2347 -0.1188
H 4.0244 -0.1275 0.6745
H 3.9813 -1.6080 0.3618
O 4.3920 -0.7706 0.0444
H 1.5706 1.5300 2.8323
H 1.3683 0.2311 3.4591
O 1.2903 1.1675 3.6815
H 3.4647 0.7319 -1.5054
H 2.2240 1.3808 -0.9241
O 2.7706 1.3753 -1.7525
H -1.7642 2.0399 -2.7115
H -2.0207 0.5356 -2.9782
O -2.4529 1.3357 -2.6734
*
```

# 5
Formula: C4H33NO15
Source: the OMol25 dataset
Level of theory: wB97M-V/def2-TZVPD

Summary:
**Max |F|**: 6.20 eV/A
**Relative energy (zero: lowest compared OMol25 entry of this formula, charge and spin)**: 5.683 eV
**Calculated total energy**: -1355.41374 hartree
**Orbital gap**: 10.06 eV

```
! RIJCOSX wB97M-V def2-TZVPD def2/J DEFGRID3
* xyz 0 1
C -1.1326 -1.1411 0.5499
C -0.6094 0.0624 -0.1573
N 0.7164 0.4122 0.0928
C 1.7601 -0.4148 0.7536
C 2.9787 -0.5951 -0.3095
O 2.6818 -1.3329 -1.1615
O -1.3108 0.9770 -0.7953
H -0.5047 -1.9751 0.3323
H -1.0241 -1.0850 1.7139
H -2.2242 -1.4420 0.4139
H 1.1214 1.1344 -0.5627
H 2.0337 -0.1506 1.8076
H 1.3247 -1.4738 0.8250
H 3.7364 0.2429 -0.2887
H -3.0267 -2.2151 -2.2790
H -2.1854 -3.7648 -2.2691
O -2.1777 -2.8392 -2.4381
H 0.6682 -0.5059 4.7740
H 0.0431 -1.2821 3.5325
O -0.0258 -1.0224 4.4020
H 3.4582 2.0170 1.2568
H 3.0308 2.3261 2.7428
O 3.6651 1.9247 2.1665
H 0.5204 1.4653 2.3859
H -0.6993 1.2179 3.1895
O 0.2030 1.2969 3.2083
H 1.5959 1.4697 -3.2930
H 0.7262 0.6038 -2.3245
O 1.5761 1.0968 -2.4486
H -1.1498 1.0707 -2.3245
H -1.5718 0.7450 -3.9147
O -0.8833 0.8122 -3.2754
H 0.1212 -2.2757 -3.7682
H 0.8329 -1.8021 -2.5338
O 0.7540 -2.4764 -3.1721
H 0.4483 -3.9068 2.3466
H 0.8524 -3.3998 0.8936
O 0.8097 -3.1354 1.8702
H -3.4424 2.1201 2.6103
H -3.0248 2.4576 1.1706
O -3.7514 2.2723 1.7009
H 0.4215 -4.2027 -1.5710
H 0.9154 -2.8875 -1.2005
O 0.8319 -3.6903 -0.7753
H -4.2480 0.2644 -1.7600
H -2.8174 0.4125 -1.4308
O -3.5766 -0.3536 -1.5855
H 0.3056 3.8545 1.2112
H 1.8600 3.6897 0.8004
O 1.1630 3.3531 1.2376
H -0.6568 4.8792 -0.9652
H -0.6952 3.1928 -0.8783
O -0.4179 3.9990 -0.5061
*
```

# 6
Formula: C4H34N2O11S2
Source: the OMol25 dataset
Level of theory: wB97M-V/def2-TZVPD

Summary:
**Max |F|**: 8.50 eV/A
**Relative energy (zero: lowest compared OMol25 entry of this formula, charge and spin)**: 3.367 eV
**Calculated total energy**: -1906.18745 hartree
**Orbital gap**: 8.22 eV

```
! RIJCOSX wB97M-V def2-TZVPD def2/J DEFGRID3
* xyz 0 1
N -1.5203 1.3833 -3.4851
C -0.4884 2.4917 -3.4476
C 0.7451 2.1403 -2.6576
S 1.8324 0.9323 -3.7479
S 3.6477 1.3192 -3.0036
C 3.7551 0.9692 -1.2925
C 3.9568 -0.5823 -1.1452
N 2.9091 -1.2001 -0.2329
H -1.6614 1.0844 -2.5078
H -1.2320 0.6425 -4.1203
H -0.3470 2.6873 -4.5702
H -1.0764 3.4328 -3.1573
H 1.3400 2.9093 -2.5289
H 0.4947 1.6245 -1.6952
H 2.8794 1.0371 -0.5466
H 4.5757 1.5422 -1.0247
H 4.9935 -0.9052 -0.8219
H 3.8369 -1.1857 -2.0778
H 3.2270 -1.2016 0.7155
H 2.0042 -0.8699 -0.4647
O -4.6812 0.0377 3.3703
H -4.2201 -0.5880 2.8070
H -4.6979 0.7680 2.7178
O -0.4661 1.7399 2.1545
H -1.1575 1.1596 2.5964
H -0.6090 2.4722 2.8819
O 1.7501 -2.3226 2.6787
H 1.9539 -2.1078 1.7547
H 1.0927 -1.7191 3.0301
O -0.5914 0.7400 -0.1540
H 0.0390 0.8355 0.6651
H -0.9207 -0.1219 -0.1335
O -1.6263 -0.4312 3.7451
H -2.1750 -1.0907 3.4271
H -2.1303 0.2183 4.1251
O -1.6077 -3.1911 1.8711
H -1.3132 -3.8692 2.4925
H -0.9641 -3.2605 1.1795
O -3.5223 -0.4195 -2.1955
H -3.6190 -1.0807 -2.9725
H -4.1666 0.2740 -2.2145
O -2.0625 3.9276 0.2823
H -1.5953 4.2129 0.9765
H -1.5448 3.1699 -0.0976
O 1.4035 -3.4976 -0.5091
H 2.0812 -2.6768 -0.4770
H 1.9844 -4.0772 -1.0140
O -3.0175 1.8928 1.5808
H -3.0104 2.7983 1.3280
H -2.7107 1.3812 0.9659
O 3.1129 -4.4832 1.6379
H 2.5693 -4.1533 2.4051
H 2.5507 -4.7887 0.9061
*
```

# 7
Formula: C4H34N2O13S
Source: the OMol25 dataset
Level of theory: wB97M-V/def2-TZVPD

Summary:
**Max |F|**: 2.41 eV/A
**Relative energy (zero: lowest compared OMol25 entry of this formula, charge and spin)**: 1.931 eV
**Calculated total energy**: -1658.63739 hartree
**Orbital gap**: 9.17 eV

```
! RIJCOSX wB97M-V def2-TZVPD def2/J DEFGRID3
* xyz 0 1
C -1.3496 -3.0340 0.0634
N -0.7151 -1.7394 -0.2418
C -1.4470 -0.5407 0.2064
C -2.9585 -0.5218 -0.2514
S -3.5170 1.0925 -0.7418
C -1.3099 -0.3324 1.7369
N -2.1025 -1.1787 2.5950
O -1.6441 1.0158 1.9472
O 0.0394 -0.5488 2.0974
H -2.2494 -3.0109 0.6713
H -0.5835 -3.6478 0.5464
H -1.5725 -3.5731 -0.8586
H -0.7055 -1.6210 -1.2465
H -1.0261 0.3333 -0.2792
H -2.9454 -1.1683 -1.1270
H -3.5117 -1.1479 0.4506
H -3.1345 1.7722 0.3485
H -1.8139 -2.1307 2.4294
H -1.9628 -0.9381 3.5652
H -1.6939 1.1605 2.8985
H 0.6621 -0.1059 1.5045
O -0.1764 0.6137 -4.2836
H 0.5006 0.8804 -3.6279
H -0.7223 1.3950 -4.3973
O 3.7647 0.7566 1.1137
H 3.6755 1.4312 1.7654
H 3.9182 1.2507 0.3037
O 1.4318 3.3243 -0.4696
H 1.3919 2.6418 -1.1626
H 2.0071 4.0059 -0.8149
O -0.3940 0.8333 4.6511
H 0.0681 0.5543 3.8411
H -0.4293 -0.0108 5.1153
O 2.8796 -1.9178 2.0300
H 3.2169 -1.0139 2.0560
H 2.1038 -2.0158 2.5887
O -1.1951 2.8456 -2.9361
H -1.5587 2.0744 -2.4827
H -1.7516 3.5762 -2.6467
O -1.8179 -1.0696 -2.8807
H -2.5969 -1.0470 -3.4272
H -1.1018 -0.5465 -3.2998
O 2.9292 -1.4144 -2.6365
H 2.7865 -1.7494 -1.7456
H 3.7897 -0.9900 -2.5539
O 1.5041 1.0897 -2.0996
H 1.1537 0.4622 -1.4434
H 2.2643 0.7379 -2.5671
O 1.4445 1.9520 2.0274
H 0.5712 2.2045 2.3541
H 1.4370 2.4257 1.1711
O 1.5679 -0.7363 -0.0687
H 0.7388 -1.2563 -0.1149
H 2.1402 -1.4228 0.3263
*
```

# 8
Formula: C4H34N2O14
Source: the OMol25 dataset
Level of theory: wB97M-V/def2-TZVPD

Summary:
**Max |F|**: 9.78 eV/A
**Relative energy (zero: lowest compared OMol25 entry of this formula, charge and spin)**: 7.017 eV
**Calculated total energy**: -1335.52384 hartree
**Orbital gap**: 10.06 eV

```
! RIJCOSX wB97M-V def2-TZVPD def2/J DEFGRID3
* xyz 0 1
O -0.8916 -0.1609 -0.4355
C 0.0042 -0.5499 -1.1255
O 0.2741 0.2428 -2.1513
C 0.8087 -1.8457 -1.0648
C 0.0536 -3.0037 -0.2379
C 0.4242 -3.4481 1.1581
N 0.0923 -2.3033 2.1769
N 1.4343 -2.1403 -2.4149
H 1.7370 -1.5563 -0.3895
H 0.1521 -3.9702 -0.8643
H -0.9716 -2.7132 -0.2508
H 1.6245 -3.4373 1.1724
H -0.1433 -4.3858 1.4311
H -0.8735 -2.0516 2.0742
H 0.0858 -2.7605 3.1295
H 0.8969 -2.1916 -3.2084
H 1.1717 0.2208 -2.6126
H 2.0251 -2.9400 -2.3674
H 3.3492 1.5133 4.0548
H 2.1129 2.0198 4.7003
O 2.6277 2.0997 4.0418
H -3.0645 3.0520 -3.7133
H -3.0748 1.9417 -2.7173
O -3.5954 2.7667 -2.9362
H -1.4671 0.1571 3.5712
H -1.6190 0.0012 4.9270
O -1.0694 -0.1471 4.2776
H 1.7640 -1.2955 1.9434
H 2.7567 -2.5068 1.5096
O 2.6446 -1.5333 1.6303
H 0.9293 3.5820 3.9442
H -0.4773 2.8421 4.2349
O 0.2461 3.4622 4.5885
H -4.0725 0.3843 -1.6311
H -2.5526 0.1333 -1.2130
O -3.1527 0.3645 -1.8682
H 0.0547 2.7549 1.0483
H 1.3699 3.6072 1.3280
O 0.4789 3.5919 1.3468
H 0.5276 1.7761 -1.4382
H -0.1920 2.9734 -1.0322
O 0.7266 2.7197 -1.3244
H -3.7647 2.4090 2.2951
H -4.1841 0.8516 2.9986
O -3.5230 1.4502 2.4382
H -2.1750 -1.7425 -5.0933
H -0.8088 -1.5185 -5.6919
O -1.2948 -1.9110 -4.9921
H 0.5598 2.1725 -4.0981
H -0.5191 1.1657 -3.5842
O -0.1925 1.6446 -4.3555
H 4.3296 0.1744 -1.4150
H 3.9568 -1.1663 -0.4884
O 4.4604 -0.7954 -1.3053
*
```

Q: What is the relative energy (zero: lowest compared OMol25 entry of this formula, charge and spin) in the sixth record?
A: 3.367 eV

Q: relative energy (zero: lowest compared OMol25 entry of this formula, charge and spin) of number 8 (C4H34N2O14)?
A: 7.017 eV